A structure of composition C11H21BF4N3O5SV, computed with wB97M-V/def2-TZVPD.

Calculated values
Net charge = -1
Max |F| = 1.14 eV/Å
Multiplicity = 4
Orbital gap (alpha / beta) = 6.4 / 8.6 eV
<S²> = 3.76

Atoms and positions in Å:
V (0.91, -1.44, -0.55)
O (0.69, -3.66, -0.74)
C (-0.32, -4.04, 0.21)
C (-0.10, -3.22, 1.47)
N (-0.17, -1.76, 1.22)
C (-1.55, -1.30, 1.00)
C (-2.00, -1.58, -0.45)
O (-3.19, -1.74, -0.66)
O (-1.05, -1.54, -1.32)
C (0.61, -1.05, 2.26)
C (2.13, -1.22, 2.04)
O (2.86, -1.03, 3.00)
O (2.46, -1.53, 0.83)
H (0.33, -3.59, -1.64)
H (-0.20, -5.09, 0.45)
H (-1.31, -3.90, -0.22)
H (0.91, -3.44, 1.83)
H (-0.82, -3.51, 2.25)
H (-1.56, -0.22, 1.13)
H (-2.25, -1.75, 1.70)
H (0.34, -1.38, 3.27)
H (0.39, 0.01, 2.18)
F (0.81, -0.46, -3.52)
B (1.63, -1.58, -3.46)
F (2.51, -1.62, -4.53)
F (0.87, -2.77, -3.40)
F (2.38, -1.53, -2.20)
C (0.32, 4.46, 0.17)
N (0.46, 3.12, 0.73)
C (1.60, 3.02, 1.64)
C (0.23, 2.07, -0.15)
S (1.41, 0.95, -0.48)
N (-1.01, 2.05, -0.69)
C (-1.29, 1.43, -1.99)
C (-2.15, 2.76, -0.13)
H (1.21, 4.71, -0.42)
H (0.22, 5.19, 0.97)
H (-0.55, 4.53, -0.48)
H (1.45, 3.75, 2.44)
H (2.55, 3.24, 1.13)
H (1.68, 2.02, 2.06)
H (-0.44, 0.85, -2.34)
H (-1.51, 2.23, -2.70)
H (-2.15, 0.77, -1.91)
H (-1.92, 3.11, 0.87)
H (-3.00, 2.07, -0.10)
H (-2.44, 3.61, -0.76)